1.
220
Properties=species:S:1:pos:R:3:mulliken_charge:R:1 method="wB97M-V/def2-TZVPD" max_force_ev_per_a=3.53 molar_mass_g_mol=1300.36 gap_ev=6.973 total_charge=+1 energy_ha=-4104.188419 homo_energy_ev=-9.84
Sr 1.023 -5.107 1.262 1.340
C -0.225 -1.480 1.007 -0.308
O -0.004 -1.332 -0.421 0.201
O -0.362 -2.897 1.136 -0.045
C 0.681 -0.677 2.004 -0.436
F 0.366 0.603 2.107 0.121
F 0.663 -1.148 3.237 -0.074
F 1.998 -0.770 1.649 -0.286
C 0.089 0.003 -1.074 0.196
C 0.235 -0.311 -2.577 1.763
H 1.066 -1.006 -2.691 -0.702
H -0.597 -0.726 -3.146 -0.360
H 0.527 0.508 -3.234 -1.014
H 1.022 0.504 -0.816 -0.220
H -0.762 0.657 -0.884 -0.064
H -1.206 -1.113 1.308 0.282
C 6.285 -1.889 -4.922 -0.986
C 5.442 -3.211 -4.675 1.022
C 4.032 -3.226 -5.264 -0.791
O 3.432 -2.111 -4.744 0.099
C 2.123 -1.796 -5.122 -0.258
N 6.174 -4.375 -5.169 -0.704
H 6.114 -1.728 -5.986 0.314
H 7.357 -1.886 -4.726 0.336
H 5.954 -1.120 -4.224 0.014
H 5.279 -3.273 -3.599 -0.243
H 3.487 -4.133 -5.003 0.256
H 4.084 -3.339 -6.347 0.348
H 2.049 -1.751 -6.208 0.660
H 2.001 -0.780 -4.746 -0.614
H 1.395 -2.533 -4.783 0.066
H 5.685 -5.235 -4.963 0.251
H 6.284 -4.376 -6.173 0.284
C 2.431 4.313 5.170 -1.251
C 2.694 2.904 5.878 0.435
C 2.675 3.019 7.362 -1.067
O 2.933 1.733 7.981 -0.355
C 2.633 1.748 9.385 -0.779
N 1.685 1.990 5.408 -0.290
H 2.858 5.107 5.783 0.471
H 1.353 4.401 5.035 0.254
H 2.831 4.285 4.156 0.158
H 3.678 2.519 5.610 0.400
H 1.682 3.290 7.722 0.448
H 3.352 3.749 7.805 0.524
H 1.547 1.786 9.459 0.297
H 2.906 2.639 9.951 0.312
H 3.110 0.933 9.929 0.253
H 1.783 1.860 4.411 -0.164
H 1.787 1.055 5.776 0.367
C -3.750 -2.229 -1.102 -0.107
C -3.862 -2.667 -2.567 0.244
C -2.785 -2.255 -3.583 0.534
O -3.000 -2.943 -4.809 -0.597
C -1.945 -2.644 -5.788 -0.056
N -3.927 -4.077 -2.612 -0.669
H -3.778 -1.165 -0.864 -0.424
H -2.686 -2.338 -0.894 -0.204
H -4.331 -2.736 -0.331 0.395
H -4.777 -2.229 -2.967 0.357
H -1.791 -2.427 -3.170 -0.830
H -2.814 -1.187 -3.798 0.536
H -0.995 -2.971 -5.366 -0.076
H -1.911 -1.573 -5.991 -0.071
H -1.986 -3.206 -6.721 0.457
H -4.891 -4.376 -2.655 0.284
H -3.644 -4.183 -3.576 0.344
C 3.494 1.874 -5.431 -1.386
C 3.055 2.247 -3.970 2.879
C 4.295 2.416 -3.027 -0.212
O 4.683 1.084 -2.593 -0.481
C 3.911 0.220 -1.800 0.181
N 2.310 3.482 -3.999 -0.592
H 3.918 0.871 -5.389 0.136
H 4.376 2.429 -5.751 0.479
H 2.704 1.965 -6.176 0.309
H 2.295 1.557 -3.604 -1.767
H 4.063 3.141 -2.247 -0.080
H 5.111 2.853 -3.604 0.362
H 4.641 -0.356 -1.231 0.472
H 3.376 -0.508 -2.410 -0.388
H 3.231 0.776 -1.155 0.010
H 2.359 3.707 -3.016 -0.113
H 2.827 4.212 -4.468 0.300
C 4.637 6.280 1.552 -1.615
C 3.690 6.190 0.363 0.447
C 2.909 4.812 0.475 -0.247
O 2.059 4.559 -0.703 -0.621
C 1.209 3.436 -0.427 1.217
N 2.817 7.393 0.316 -0.680
H 5.285 7.146 1.685 0.432
H 5.439 5.559 1.392 0.444
H 4.239 6.035 2.537 0.350
H 4.323 6.368 -0.506 0.251
H 2.343 4.860 1.405 -0.065
H 3.650 4.021 0.585 0.435
H 0.199 3.694 -0.743 0.136
H 1.196 3.096 0.609 0.008
H 1.499 2.666 -1.142 -0.901
H 2.798 7.935 1.169 0.307
H 1.855 7.088 0.286 0.224
C -0.843 3.318 -6.947 -1.475
C -1.360 1.997 -6.349 0.756
C -0.265 0.849 -6.524 1.231
O 0.077 0.435 -7.863 -0.473
C -1.024 0.003 -8.626 -0.430
N -1.719 2.216 -4.980 -0.200
H -0.878 3.380 -8.034 0.385
H 0.222 3.530 -6.850 0.172
H -1.410 4.148 -6.526 0.389
H -2.286 1.655 -6.811 0.396
H -0.454 -0.028 -5.905 -0.618
H 0.677 1.170 -6.078 -0.830
H -1.404 -0.834 -8.040 0.060
H -0.746 -0.259 -9.647 0.329
H -1.782 0.782 -8.707 0.270
H -2.288 3.011 -4.725 0.147
H -0.894 2.207 -4.398 -0.152
C -2.422 -0.077 7.661 -1.416
C -1.301 0.241 6.525 0.968
C -1.825 0.629 5.090 -0.496
O -2.817 -0.262 4.675 -0.097
C -3.712 0.181 3.695 -0.865
N -0.380 1.265 6.984 -0.601
H -3.414 -0.122 7.213 0.305
H -2.464 0.640 8.482 0.397
H -2.262 -1.052 8.121 0.359
H -0.811 -0.684 6.220 -0.086
H -1.083 0.718 4.297 -0.328
H -2.240 1.627 5.228 0.513
H -4.518 -0.549 3.766 0.320
H -3.194 0.243 2.738 0.098
H -4.033 1.205 3.888 0.434
H 0.246 1.667 6.300 0.280
H 0.096 0.896 7.794 0.218
C 1.196 -7.790 3.705 -1.404
C -0.079 -6.925 3.873 0.348
C 0.416 -5.655 4.581 -0.762
O 1.234 -4.884 3.714 -0.156
C 1.776 -3.738 4.335 -0.864
N -0.621 -6.526 2.544 -0.391
H 1.044 -8.680 3.096 0.356
H 1.690 -8.136 4.613 0.422
H 1.984 -7.236 3.194 0.256
H -0.731 -7.306 4.660 0.287
H 1.125 -5.980 5.343 0.623
H -0.429 -5.107 4.997 0.240
H 2.388 -3.963 5.209 0.387
H 1.057 -2.958 4.586 0.141
H 2.429 -3.277 3.594 0.253
H -0.883 -7.362 2.041 0.223
H -1.437 -5.933 2.530 0.162
C -4.289 -4.789 2.344 -1.205
C -3.542 -4.191 3.596 1.405
C -3.824 -4.994 4.850 -0.767
O -5.242 -5.208 5.247 -0.404
C -6.180 -4.111 5.186 -0.591
N -2.167 -4.081 3.202 0.360
H -3.877 -5.751 2.037 0.298
H -4.115 -4.213 1.436 -0.003
H -5.358 -4.978 2.436 0.464
H -3.882 -3.180 3.822 -0.260
H -3.459 -4.458 5.726 0.400
H -3.117 -5.823 4.878 0.165
H -5.654 -3.193 5.447 0.173
H -7.102 -4.204 5.759 0.316
H -6.466 -3.760 4.195 0.243
H -1.816 -3.308 3.750 -0.065
H -1.955 -3.707 2.288 -0.441
C 0.212 -4.847 -3.469 -1.170
C 0.810 -5.257 -2.089 0.058
C 2.146 -4.475 -1.938 -0.135
O 2.517 -4.086 -0.607 0.302
C 3.773 -3.418 -0.642 -0.462
N -0.208 -4.824 -1.209 -0.135
H 0.158 -3.765 -3.595 -0.285
H -0.790 -5.274 -3.507 0.565
H 0.577 -5.298 -4.391 0.530
H 0.785 -6.346 -2.114 0.350
H 2.087 -3.557 -2.523 -0.289
H 2.914 -4.993 -2.512 0.626
H 4.527 -4.168 -0.879 0.430
H 3.962 -2.851 0.270 0.384
H 3.894 -2.755 -1.498 -0.403
H -1.120 -4.878 -1.640 0.231
H -0.199 -3.828 -1.042 -0.347
C -1.032 3.216 2.148 0.091
C -1.620 4.576 2.579 0.389
C -0.868 5.695 1.915 -0.414
O -1.474 6.940 2.418 -0.447
C -0.878 8.110 1.776 -0.760
N -3.028 4.707 2.198 -0.774
H 0.000 3.365 2.465 0.172
H -1.153 2.765 1.163 -0.270
H -1.332 2.380 2.779 -0.290
H -1.554 4.509 3.665 0.414
H -0.922 5.502 0.844 0.254
H 0.196 5.614 2.137 0.277
H 0.159 8.322 2.036 0.234
H -1.459 8.948 2.158 0.332
H -0.930 8.163 0.688 0.312
H -3.206 4.531 1.219 0.093
H -3.354 5.662 2.166 0.372
C -3.794 2.019 -0.355 -0.804
C -3.493 3.193 -1.321 0.842
C -4.419 3.149 -2.621 -1.038
O -4.095 4.024 -3.647 -0.284
C -5.160 4.538 -4.483 -0.879
N -3.805 4.452 -0.702 -0.467
H -4.642 2.177 0.312 0.404
H -2.898 1.815 0.231 -0.253
H -3.932 1.071 -0.875 0.104
H -2.415 3.186 -1.483 -0.189
H -5.496 3.162 -2.455 0.582
H -4.099 2.247 -3.142 0.283
H -5.947 4.996 -3.884 0.365
H -5.658 3.775 -5.082 0.325
H -4.680 5.281 -5.120 0.260
H -4.814 4.453 -0.751 0.302
H -3.401 5.160 -1.298 0.237



2.
164
Properties=species:S:1:pos:R:3:mulliken_charge:R:1 method="wB97M-V/def2-TZVPD" max_force_ev_per_a=1.00 molar_mass_g_mol=939.52 gap_ev=8.626 total_charge=+1 energy_ha=-3667.788433 homo_energy_ev=-11.01
C 2.302 4.425 3.931 -0.454
C 3.190 3.196 4.099 -0.413
C 4.119 2.881 2.907 -0.853
C 3.584 3.122 1.490 -0.207
C 2.933 1.895 0.844 -1.602
C 1.568 1.546 1.474 1.596
C 0.381 2.182 0.717 -2.151
C -0.898 1.342 0.480 -0.328
C -0.621 -0.148 0.390 -1.599
C -1.872 -0.916 0.008 -0.189
C -1.663 -2.406 -0.360 -1.279
C -0.213 -2.906 -0.433 -1.346
C 0.402 -3.175 0.946 0.727
C 1.929 -3.043 1.003 -0.681
O 2.491 -3.300 -0.274 -0.413
C -2.975 -0.716 1.065 0.673
Cl -4.456 -1.452 0.319 -0.143
C -2.627 -1.506 2.329 -0.335
C -3.290 -1.234 3.662 -0.752
C -2.978 -2.341 4.677 -0.742
N -3.923 -3.451 4.526 -0.709
N -3.268 0.800 1.126 0.407
C -4.602 1.266 1.677 -1.346
C -4.775 1.653 3.138 0.723
C -5.980 2.578 3.334 -0.248
N -7.104 2.276 2.575 -0.378
O -5.919 3.538 4.080 -0.583
C -2.076 1.742 1.443 -0.068
B -1.472 1.753 2.936 0.534
O -0.686 0.710 3.354 -0.707
O -1.646 2.887 3.701 -0.510
P -2.395 3.511 0.794 0.071
C -3.655 4.404 1.771 -1.000
O -3.267 3.081 -0.561 -0.635
H 1.622 4.265 3.088 -0.188
H 1.652 4.558 4.799 0.417
H 2.860 5.337 3.748 0.178
H 2.568 2.333 4.349 0.136
H 3.830 3.356 4.970 0.485
H 5.055 3.423 3.040 0.453
H 4.377 1.819 2.982 0.318
H 4.425 3.419 0.859 0.420
H 2.884 3.959 1.447 -0.093
H 3.605 1.043 0.971 0.358
H 2.827 2.075 -0.229 0.495
H 1.584 1.959 2.483 -0.420
H 1.494 0.470 1.600 -0.145
H 0.744 2.470 -0.272 0.855
H 0.150 3.136 1.194 -0.135
H -1.273 1.601 -0.521 1.487
H 0.118 -0.256 -0.406 1.168
H -0.167 -0.545 1.291 -0.435
H -2.256 -0.428 -0.897 0.782
H -2.100 -2.561 -1.347 0.392
H -2.193 -3.084 0.310 0.495
H -0.270 -3.865 -0.950 0.735
H 0.417 -2.280 -1.061 0.481
H 0.120 -4.190 1.231 0.045
H -0.018 -2.534 1.721 -0.364
H 2.208 -2.051 1.378 0.138
H 2.321 -3.759 1.731 0.338
H 3.313 -2.811 -0.373 0.272
H -1.546 -1.484 2.451 -0.387
H -2.855 -2.546 2.093 0.889
H -3.014 -0.279 4.102 -0.252
H -4.376 -1.247 3.537 0.557
H -3.120 -1.915 5.672 0.444
H -1.934 -2.654 4.564 0.277
H -3.517 -4.323 4.838 0.290
H -4.208 -3.571 3.561 0.258
H -3.396 0.988 0.119 0.949
H -5.347 0.528 1.396 0.740
H -4.862 2.126 1.072 0.439
H -4.980 0.809 3.784 0.690
H -3.954 2.218 3.563 -0.355
H -7.272 1.284 2.468 0.232
H -7.929 2.731 2.948 0.307
H -0.683 0.579 4.309 0.335
H -1.705 2.731 4.650 0.386
H -4.683 4.168 1.484 0.385
H -3.505 5.461 1.549 0.510
H -3.557 4.277 2.843 0.235
H -4.176 3.402 -0.527 0.388
C 2.444 8.435 0.923 -1.319
C 2.412 7.364 1.996 0.175
O 3.717 7.022 2.456 -0.503
H 3.043 8.104 0.073 0.316
H 1.439 8.671 0.572 0.371
H 2.892 9.354 1.308 0.322
H 1.973 6.446 1.605 0.147
H 1.804 7.698 2.844 0.249
H 4.105 7.823 2.823 0.213
C 2.868 -5.997 -3.805 -0.624
C 3.980 -4.992 -3.583 -0.306
O 3.490 -3.649 -3.671 -0.501
H 2.416 -5.826 -4.778 0.071
H 3.238 -7.022 -3.756 0.368
H 2.087 -5.879 -3.048 0.218
H 4.750 -5.090 -4.346 0.318
H 4.452 -5.144 -2.606 0.239
H 2.817 -3.554 -2.987 0.267
C -0.178 -3.107 -7.545 -0.949
C -0.102 -4.071 -6.377 -0.186
O 1.245 -4.461 -6.102 -0.479
H 0.253 -3.564 -8.437 0.308
H -1.212 -2.831 -7.761 0.344
H 0.380 -2.193 -7.338 0.191
H -0.647 -4.990 -6.595 0.321
H -0.541 -3.618 -5.481 0.154
H 1.748 -3.667 -5.890 0.278
C 5.846 10.287 5.915 -1.021
C 4.997 9.083 5.562 -0.277
O 3.986 9.407 4.597 -0.449
H 5.220 11.090 6.306 0.229
H 6.591 10.028 6.668 0.364
H 6.369 10.665 5.034 0.330
H 4.462 8.718 6.437 0.312
H 5.623 8.271 5.180 0.289
H 4.431 9.740 3.810 0.260
C 2.215 -8.297 -8.314 -1.107
C 0.753 -8.245 -7.915 0.181
O 0.569 -7.654 -6.631 -0.493
H 2.787 -8.859 -7.575 0.260
H 2.338 -8.772 -9.288 0.356
H 2.635 -7.290 -8.366 0.344
H 0.341 -9.251 -7.852 -0.051
H 0.176 -7.690 -8.664 0.271
H 0.919 -6.756 -6.671 0.201
C 0.322 11.894 5.263 -0.938
C 1.361 12.057 6.358 -0.212
O 1.841 10.806 6.835 -0.497
H -0.518 11.302 5.626 0.255
H -0.050 12.863 4.928 0.336
H 0.751 11.376 4.402 0.255
H 0.931 12.562 7.222 0.314
H 2.198 12.664 5.995 0.219
H 2.242 10.346 6.089 0.229
C -1.566 -13.210 -7.050 -1.029
C -0.506 -12.446 -7.821 -0.170
O -1.069 -11.474 -8.697 -0.521
H -2.253 -13.703 -7.738 0.267
H -1.113 -13.966 -6.406 0.326
H -2.149 -12.533 -6.422 0.323
H 0.066 -13.120 -8.457 0.287
H 0.192 -11.963 -7.128 0.220
H -1.573 -10.853 -8.163 0.290
C -1.849 1.199 -8.458 -1.027
C -0.986 0.844 -7.263 -0.205
O 0.239 0.227 -7.643 -0.494
H -2.063 0.308 -9.049 0.270
H -2.793 1.645 -8.143 0.323
H -1.336 1.913 -9.106 0.324
H -1.495 0.119 -6.626 0.261
H -0.783 1.737 -6.662 0.289
H 0.725 0.842 -8.200 0.278
C -1.899 -7.623 2.698 -1.127
C -0.932 -6.534 3.114 -0.244
O -1.513 -5.229 3.018 -0.281
H -2.241 -7.459 1.676 0.282
H -1.429 -8.604 2.756 0.381
H -2.778 -7.629 3.348 0.325
H -0.063 -6.518 2.458 0.284
H -0.579 -6.703 4.136 0.305
H -2.279 -5.207 3.599 0.051



3.
34
Properties=species:S:1:pos:R:3:mulliken_charge:R:1 method="wB97M-V/def2-TZVPD" max_force_ev_per_a=0.85 molar_mass_g_mol=341.04 gap_ev=8.056 total_charge=0 energy_ha=-1809.083443 homo_energy_ev=-9.32
C -0.978 -1.320 -3.198 -1.319
C 0.392 -0.645 -3.227 -0.476
C 0.342 0.789 -2.678 0.420
C -0.473 1.001 -1.390 -1.288
S 1.963 1.417 -2.256 0.155
O 2.881 0.900 -3.472 -0.390
P 2.899 0.103 -0.639 0.660
N 4.373 -0.056 -1.073 -0.740
H -1.746 -0.666 -3.617 0.333
H -0.955 -2.223 -3.807 0.399
H -1.279 -1.607 -2.192 0.331
H 0.741 -0.596 -4.259 0.397
H 1.123 -1.243 -2.677 0.234
H -0.026 1.453 -3.462 0.479
H -0.668 0.055 -0.893 0.130
H -1.407 1.506 -1.626 0.338
H 0.033 1.632 -0.652 0.447
H 3.555 1.562 -3.675 0.376
H 2.651 0.937 0.438 0.094
H 2.063 -1.008 -0.539 0.119
H 4.619 -1.004 -1.335 0.276
B -1.555 -0.078 3.585 0.981
O -1.136 -1.152 2.615 -0.523
C -0.237 -0.696 1.803 0.639
O 0.304 -1.272 0.884 -0.611
C 0.030 0.796 2.168 0.610
O 0.791 1.517 1.565 -0.643
O -0.725 1.103 3.173 -0.534
O -2.972 0.207 3.471 -0.488
C -3.561 0.018 4.656 0.583
O -4.715 0.164 4.904 -0.555
C -2.443 -0.433 5.649 0.580
O -2.581 -0.695 6.800 -0.549
O -1.300 -0.466 4.955 -0.466



4.
25
Properties=species:S:1:pos:R:3:mulliken_charge:R:1 method="wB97M-V/def2-TZVPD" max_force_ev_per_a=2.29 molar_mass_g_mol=590.99 gap_ev="7.012 / 7.854" total_charge=+2 energy_ha=-6127.612330 spin_multiplicity=3 homo_energy_ev="-16.34 / -16.35"
Mn -0.873 -0.009 0.966 0.609
F -2.154 1.875 7.054 -0.219
C -1.516 1.743 5.919 0.626
C -1.847 0.688 5.053 -0.287
F -2.808 -0.162 5.339 -0.239
C -1.157 0.583 3.857 0.734
F -1.497 -0.370 2.905 -0.156
C -0.115 1.438 3.514 0.357
S 0.886 1.036 2.107 -0.209
C 0.189 2.493 4.371 0.159
F 1.132 3.345 3.984 -0.308
C -0.512 2.660 5.569 0.098
F -0.227 3.659 6.367 -0.221
N -2.815 -0.591 0.192 -0.613
H -3.363 -1.121 0.884 0.305
H -2.782 -1.187 -0.644 0.306
H -3.394 0.215 -0.070 0.326
Cl -0.760 4.327 1.348 -0.125
Ge 0.609 2.906 0.626 0.923
Cl -0.573 1.366 -0.639 -0.220
Cl 2.305 3.550 -0.381 -0.089
I -0.892 -3.475 1.479 0.301
C -0.099 -1.845 0.356 -0.914
H -0.246 -2.072 -0.703 0.472
H 0.969 -1.785 0.597 0.384